16
Properties=species:S:1:pos:R:3:mulliken_charge:R:1 method="wB97M-V/def2-TZVPD" e_lumo_ev=0.75 e_tot_ha=-417.17974 orbital_gap_ev=8.33 smiles="N/C=C(/O)CC(N)=O" e_homo_ev=-7.58 de_lowest_kj_mol=200.1 charge=0
N -1.654 0.247 1.255 -0.469
C -1.179 -0.711 0.362 -0.470
C -0.447 -0.456 -0.759 0.457
O -0.483 -1.366 -1.795 -0.560
C 0.326 0.824 -0.944 -0.716
C 1.552 0.244 -0.241 0.639
N 1.396 0.138 1.135 -0.312
O 2.620 0.035 -0.796 -0.621
H -2.497 -0.007 1.749 0.233
H -1.619 1.203 0.926 0.157
H -1.595 -1.700 0.488 0.392
H 0.367 -1.330 -2.253 0.344
H -0.095 1.683 -0.423 0.239
H 0.557 1.009 -1.992 0.265
H 0.603 0.494 1.648 0.216
H 2.148 -0.305 1.640 0.207

15
Properties=species:S:1:pos:R:3:mulliken_charge:R:1 method="wB97M-V/def2-TZVPD" e_lumo_ev=-11.10 e_tot_ha=-1447.61309 orbital_gap_ev=6.22 e_homo_ev=-17.32 charge=+2
O 0.727 1.412 0.289 -0.412
C -0.293 1.558 -0.322 0.384
O -0.737 2.707 -0.818 -0.429
C -1.179 0.354 -0.574 -0.220
Si 0.085 -0.966 -1.022 0.297
P 1.203 -1.658 0.920 0.182
O 0.889 -0.571 2.255 -0.309
I 3.475 -1.418 0.630 0.408
H -0.126 3.067 -1.486 0.396
H -1.729 0.164 0.353 0.062
H -1.888 0.524 -1.382 0.390
H 1.096 -0.348 -1.882 -0.016
H -0.484 -2.187 -1.631 -0.008
H -0.057 -0.526 2.467 0.390
Sn -0.982 -2.110 2.202 0.885